[1]
Molecular formula: C4H3NO2
Method: DFT, wB97M-V/def2-TZVPD

Values from the calculation:
lowest unoccupied orbital energy	-0.0456	Eh
charge	0
HOMO-LUMO gap	8.246	eV
highest occupied orbital energy	-9.5	eV

Geometry (Å):
C: -0.2196 -0.5074 1.2615
C: -0.7882 -0.7145 2.3426
C: 1.1436 1.5052 -0.7841
C: 0.0586 0.0363 0.1141
N: -0.4341 -0.5333 -0.9552
O: 1.5309 2.2276 0.0339
O: 0.8316 1.4734 -1.9092
H: -0.7538 -1.5771 -0.7299
H: -0.2397 -0.3381 -1.9395
H: -1.1294 -1.5722 2.5658

---

[2]
Molecular formula: C4H3NO2
Method: DFT, wB97M-V/def2-TZVPD

Values from the calculation:
lowest unoccupied orbital energy (spin up / spin down)	-0.0271 / -0.0271	Eh
charge	0
HOMO-LUMO gap (spin up / spin down)	8.021 / 8.020	eV
highest occupied orbital energy (spin up / spin down)	-8.8 / -8.8	eV

Geometry (Å):
O: 2.5954 1.0459 0.3924
C: 1.9635 0.1167 0.0106
C: 0.5579 -0.2576 -0.9646
N: -0.4119 -1.0240 -0.9376
C: -1.5054 -0.5464 -0.2439
C: -1.1866 0.5396 0.5594
O: 0.0051 0.9851 0.5744
H: 2.3477 -0.8580 -0.1349
H: -2.4313 -1.0515 -0.4239
H: -1.9344 1.0502 1.1681

---

In order of appearance, relative energy (zero: lowest compared OMol25 entry of this formula, charge and spin) = 5.333 5.134 eV.